# 1
C36H50IrN2O2PSeSi3 as an isolated structure, computed with wB97M-V/def2-TZVPD.

```
96
Properties=species:S:1:pos:R:3:forces:R:3
Ir -0.16149 0.61238 0.12021 0.0 0.2 0.2
C 3.30022 0.22126 1.05602 0.0 0.0 0.0
Si 2.21482 1.19294 -0.16294 0.1 0.0 0.1
C 2.94621 1.09534 -1.90864 0.0 0.1 0.0
C 2.41997 2.99623 0.35886 0.0 -0.1 0.0
C 3.56645 3.54710 0.92921 0.0 0.0 0.0
C 3.61316 4.89616 1.25452 0.0 0.0 0.0
C 2.51232 5.70627 1.00322 0.0 0.0 0.0
C 1.37163 5.16627 0.42388 0.0 0.0 0.1
C 1.31480 3.80964 0.10354 0.0 0.0 -0.1
Si -0.12589 3.01068 -0.83449 0.1 0.1 0.2
C 0.31450 3.38923 -2.62365 -0.1 -0.2 0.0
C -1.64813 3.95691 -0.25642 0.0 0.0 -0.1
H 4.32711 0.14253 0.68647 0.0 0.0 0.0
H 2.95176 -0.77937 1.30529 0.0 0.0 0.0
H 3.32265 0.79301 1.98839 0.0 0.0 0.0
H 3.98630 0.76305 -1.87139 0.0 0.0 0.0
H 2.94678 2.09755 -2.33913 0.0 0.0 0.0
H 2.40185 0.43759 -2.58500 0.0 0.0 0.0
H 4.43144 2.92301 1.13278 0.0 0.0 0.0
H 4.50415 5.31739 1.70421 0.0 0.0 0.0
H 2.54472 6.75766 1.26282 0.0 0.0 0.0
H 0.51798 5.81087 0.23867 0.0 0.0 0.0
H 0.68384 4.41953 -2.63114 0.0 0.0 0.0
H -0.53185 3.29433 -3.29761 -0.1 0.0 0.0
H 1.11794 2.75327 -2.99277 0.0 0.0 0.0
H -1.74725 4.85379 -0.87726 0.0 0.0 0.0
H -1.49861 4.27110 0.77947 0.0 0.0 0.0
H -2.56569 3.38410 -0.33523 0.0 0.0 0.0
O -3.10392 1.14569 0.44121 -0.1 0.1 0.0
N -2.22008 0.10694 0.07584 0.1 0.0 -0.1
C -2.90152 -1.03041 -0.03846 -0.1 0.0 0.0
C -2.42790 -2.29103 -0.41670 0.0 0.0 0.0
C -3.42776 -3.29814 -0.60177 0.0 0.0 0.0
C -3.13671 -4.55629 -1.03243 0.0 0.0 0.0
C -1.79667 -4.91389 -1.30735 0.0 0.0 0.0
C -0.80991 -3.98016 -1.10936 0.0 0.0 0.0
C -1.06839 -2.67084 -0.66583 0.0 0.0 -0.1
P 0.36566 -1.63975 -0.31360 0.1 -0.4 -0.2
C 1.16532 -2.60226 1.03030 0.0 0.1 0.1
C 1.88616 -3.77535 0.80333 0.0 0.0 0.0
C 2.33912 -4.53725 1.86819 0.0 0.0 0.0
C 2.06876 -4.15119 3.17346 0.0 0.0 0.0
C 1.35149 -2.98930 3.40900 0.0 0.0 0.0
C 0.91272 -2.21960 2.34152 0.0 0.0 0.0
C 1.48209 -1.96000 -1.73089 0.1 0.0 0.1
C 2.86460 -2.01783 -1.55888 0.0 0.0 0.0
C 3.70594 -2.21021 -2.64310 0.0 0.0 0.0
C 3.18124 -2.33219 -3.92108 0.0 0.0 0.0
C 1.80652 -2.28187 -4.10325 0.0 0.0 0.0
C 0.96473 -2.10822 -3.01507 -0.1 0.0 0.0
H -2.70160 1.52659 1.23663 0.0 0.0 0.0
H -3.96385 -0.94086 0.16569 0.0 0.0 0.0
H -4.45665 -3.02397 -0.39475 0.0 0.0 0.0
H -3.93238 -5.27898 -1.16203 0.0 0.0 0.0
H -1.54686 -5.90620 -1.65697 0.0 0.0 0.0
H 0.21328 -4.27025 -1.31630 0.0 0.0 0.0
H 2.10877 -4.09850 -0.20406 0.0 0.0 0.0
H 2.90353 -5.44080 1.67601 0.0 0.0 0.0
H 2.41852 -4.75379 4.00177 0.0 0.0 0.0
H 1.13652 -2.67846 4.42346 0.0 0.0 0.0
H 0.37446 -1.29692 2.50757 -0.1 0.0 0.1
H 3.29692 -1.91513 -0.57324 0.0 0.0 0.0
H 4.77626 -2.25377 -2.48587 0.0 0.0 0.0
H 3.83851 -2.47218 -4.76943 0.0 0.0 0.0
H 1.38344 -2.39054 -5.09359 0.0 0.0 0.0
H -0.10717 -2.11668 -3.16448 0.1 0.0 0.0
C 1.64204 0.37199 4.88032 0.0 0.0 0.0
Si -0.14990 0.74560 4.50616 0.0 0.0 0.1
C -1.32740 -0.67810 4.79501 0.0 0.0 0.0
C -0.71004 2.19334 5.54831 0.0 0.0 0.0
Se -0.24904 1.54680 2.33983 0.0 0.1 0.0
H 1.75178 0.00658 5.90535 0.0 0.0 0.0
H 2.21984 1.29412 4.78545 0.0 0.0 0.0
H 2.07729 -0.36009 4.20226 0.0 0.0 0.0
H -1.23787 -1.01031 5.83371 0.0 0.0 0.0
H -1.17227 -1.53937 4.14795 0.0 0.0 0.0
H -2.35126 -0.32920 4.64498 0.0 0.0 0.0
H -0.57983 1.95931 6.60868 0.0 0.0 0.0
H -1.76370 2.41920 5.37757 0.0 0.0 0.0
H -0.13001 3.08949 5.32374 0.0 0.0 0.0
C -4.81699 -0.43234 -3.21915 0.0 0.0 0.0
N -3.47595 0.11349 -3.12743 0.1 0.0 -0.1
C -2.33473 -0.68686 -3.53822 -0.1 0.0 0.0
C -3.21382 1.33221 -2.59865 -0.1 0.0 0.1
C -4.39936 2.20941 -2.27851 0.0 0.0 0.0
O -2.06138 1.70291 -2.40901 0.0 0.1 -0.3
H -4.74412 -1.49300 -3.44787 0.0 0.0 0.0
H -5.40697 0.05010 -4.00299 0.0 0.0 0.0
H -5.34920 -0.33641 -2.27216 0.0 0.0 0.0
H -2.66899 -1.46697 -4.22100 0.0 0.0 0.0
H -1.85450 -1.15192 -2.67876 0.0 0.0 0.1
H -1.60358 -0.05248 -4.03688 0.0 0.0 0.0
H -5.08728 2.27030 -3.12298 0.0 0.0 0.0
H -4.03360 3.20247 -2.03235 0.0 0.0 0.0
H -4.94410 1.81355 -1.42070 0.0 0.0 0.0
```
Positions in Å, forces in eV/Å.

multiplicity = 5
LUMO level (spin up / spin down) = 0.573 / -1.790 eV
E_tot = -146326.3804 eV
relative energy (zero: lowest compared OMol25 entry of this formula, charge and spin) = 0.551 eV
net charge = 0
E_HOMO (spin up / spin down) = -5.16 / -7.99 eV
frontier orbital gap (spin up / spin down) = 5.730 / 6.202 eV

Atom charges from the Mulliken analysis, given in e for atoms 1 to 6: 1.085 -1.327 0.625 -1.508 0.025 -0.749

***

# 2
C5H13NS in the gas phase at a distorted geometry, computed with wB97M-V/def2-TZVPD.

```
20
Properties=species:S:1:pos:R:3:forces:R:3
C 0.06219 1.18035 0.62925 -1.5 0.2 -0.7
N -0.84796 0.66791 -0.43704 0.9 -0.4 -0.4
C -0.20665 0.27285 -1.71363 -0.6 0.3 0.9
C -0.32893 -1.22978 -1.91898 -0.9 0.4 -0.2
S 0.48799 -1.88688 -3.38751 0.3 -0.2 0.1
C -0.23708 0.56394 1.99075 0.0 -0.9 0.2
C 0.99279 -0.06242 2.64500 0.3 0.3 0.0
H 1.11439 1.13205 0.34238 0.0 -0.4 0.0
H -0.20649 2.22217 0.59225 0.4 0.8 0.7
H -1.44435 -0.08254 -0.11810 0.1 0.0 0.2
H 0.81857 0.63850 -1.72369 0.1 -0.1 -0.1
H -0.77025 0.78254 -2.49346 0.3 0.0 -0.4
H -0.02802 -1.79358 -1.04092 0.6 -0.1 0.0
H -1.40731 -1.41032 -1.98214 0.1 -0.3 -0.2
H -0.25992 -1.28463 -4.31897 -0.1 0.1 0.1
H -0.94671 -0.25834 1.84066 0.0 0.1 -0.1
H -0.77246 1.21966 2.67748 0.3 0.4 -0.1
H 0.80206 -0.39641 3.66436 -0.1 0.0 0.0
H 1.34957 -0.91712 2.06723 -0.1 0.0 0.0
H 1.82858 0.64205 2.68508 -0.1 0.1 0.1
```
Positions in Å, forces in eV/Å.

SMILES = CCCNCCS
LUMO level = 0.998 eV
E_tot = -17720.4193 eV
relative energy (zero: lowest compared OMol25 entry of this formula, charge and spin) = 0.831 eV
net charge = 0
E_HOMO = -8.48 eV
frontier orbital gap = 9.475 eV

Atom charges from the Mulliken analysis, given in e for atoms 1 to 6: -0.553 -0.379 -0.515 -0.728 -0.214 -0.300

***

# 3
C2H3AgO2P as an isolated structure at a distorted geometry, computed with wB97M-V/def2-TZVPD.

```
9
Properties=species:S:1:pos:R:3:forces:R:3
H -2.34352 0.22081 -0.16396 0.2 -0.1 -0.3
P 2.60609 0.54763 0.35470 -0.8 -1.5 -0.1
O 1.01064 -0.08702 -0.01275 0.0 0.6 0.1
C -0.16071 0.67101 -0.06282 0.4 0.3 -0.4
H -0.29049 1.30303 0.83448 0.0 -0.1 -0.2
C -1.34054 -0.26073 -0.16323 0.1 -0.5 0.8
O -1.22011 -1.46337 -0.10442 -0.2 0.5 -0.3
Ag 1.87402 -2.26161 0.26566 0.5 0.8 0.1
H -0.13538 1.33025 -0.94767 -0.2 0.0 0.2
```
Positions in Å, forces in eV/Å.

multiplicity = 2
LUMO level (spin up / spin down) = -1.083 / -1.001 eV
E_tot = -19501.6038 eV
net charge = 0
E_HOMO (spin up / spin down) = -7.17 / -6.51 eV
frontier orbital gap (spin up / spin down) = 6.085 / 5.506 eV

Atom charges from the Mulliken analysis, given in e for atoms 1 to 6: 0.333 -0.182 -0.298 -0.331 0.323 0.010

***

# 4
C4H6 as an isolated structure at a distorted geometry, computed with wB97M-V/def2-TZVPD.

```
10
Properties=species:S:1:pos:R:3:forces:R:3
C -1.17180 -0.51799 -0.57868 0.1 -0.2 -0.6
C 0.05360 -0.82451 0.19175 0.4 3.0 1.9
C 0.74065 -0.13249 1.10034 2.2 -0.6 1.7
C 1.22989 0.79131 0.14838 -2.5 0.2 -1.9
H -2.04355 -0.11272 -0.11578 0.1 1.4 1.7
H -1.69449 -1.39837 -0.76904 -0.3 -2.1 -1.6
H -1.01246 0.10629 -1.43293 0.1 -0.2 -0.8
H 1.31674 -0.12303 2.06011 -1.2 -1.5 -0.3
H 2.12609 0.70821 -0.43278 0.5 0.0 0.1
H 0.45531 1.50330 -0.17137 0.7 -0.1 -0.2
```
Positions in Å, forces in eV/Å.

LUMO level = 0.579 eV
E_tot = -4239.6428 eV
relative energy (zero: lowest compared OMol25 entry of this formula, charge and spin) = 4.318 eV
net charge = 0
E_HOMO = -7.75 eV
frontier orbital gap = 8.328 eV

Atom charges from the Mulliken analysis, given in e for atoms 1 to 6: -1.091 -0.033 -0.006 -0.764 0.370 0.365